Record 1
2 unconnected molecules or ions with the total composition C5H14 at a distorted geometry, computed with ωB97M-V/def2-TZVPD.

```
19
C5H14 | the Open Molecules 2025 dataset | ωB97M-V/def2-TZVPD
C 0.71269 -1.57754 -1.98065
C 1.27096 -1.89807 -0.58550
H 0.08865 -0.69443 -1.91373
H 1.47550 -1.58496 -2.76072
H 0.03909 -2.39427 -2.23590
H 2.06612 -1.23104 -0.27845
H 1.63283 -2.91464 -0.44764
H 0.46856 -1.70282 0.13163
C -0.35503 1.24402 0.41746
C -0.01906 1.90814 1.75562
C -1.66930 0.48291 0.49184
H -0.33329 2.01593 -0.35167
H 0.46666 0.59069 0.10592
H -0.91153 2.37480 2.17810
H -1.98036 0.24423 1.51015
H -2.51265 1.02180 0.06960
H -1.62464 -0.48153 -0.03407
H 0.39983 1.20305 2.47478
H 0.74473 2.68262 1.63804
```

The net charge is 0. The calculation puts the energy above the lowest of the compared OMol25 structures with the same formula, charge and spin at 0.248 eV. The orbital gap comes out at 12.5 eV. As for the multiplicity: 1. The strongest force on any atom is 1.4 eV Å⁻¹. The SMILES is CCC.CC.

***

Record 2
2 unconnected molecules or ions with the total composition C5H14 at a distorted geometry, computed with ωB97M-V/def2-TZVPD.

```
19
C5H14 | the Open Molecules 2025 dataset | ωB97M-V/def2-TZVPD
C 1.05185 0.45922 -0.77527
C 2.27325 1.01774 -0.06851
C 1.26739 0.38659 -2.29362
H 0.88760 -0.55619 -0.41260
H 0.13402 1.00780 -0.57366
H 2.54334 2.00033 -0.46027
H 2.10257 -0.28447 -2.49573
H 3.15412 0.42872 -0.31726
H 2.16100 1.11369 1.00797
H 0.38053 0.01643 -2.80797
H 1.52903 1.36520 -2.69861
C -1.53013 -1.21921 1.27162
C -2.82461 -0.53677 1.70006
H -1.19299 -1.99353 1.95055
H -1.60915 -1.65169 0.27612
H -0.77665 -0.44704 1.16415
H -3.72583 -1.10746 1.46458
H -2.91469 0.45612 1.28402
H -2.91065 -0.45548 2.78444
```

The net charge is 0. The calculation puts the energy above the lowest of the compared OMol25 structures with the same formula, charge and spin at 0.145 eV. The orbital gap comes out at 12.5 eV. As for the multiplicity: 1. The strongest force on any atom is 1.0 eV Å⁻¹. The SMILES is CCC.CC.

***

Record 3
2 unconnected molecules or ions with the total composition C5H14 at a distorted geometry, computed with ωB97M-V/def2-TZVPD.

```
19
C5H14 | the Open Molecules 2025 dataset | ωB97M-V/def2-TZVPD
C -1.16823 -0.26758 -2.24593
C -0.61843 -1.68068 -2.22615
H -2.32434 -0.15702 -2.36728
H -0.78512 0.21753 -1.30171
H -0.87748 0.39488 -3.11545
H 0.45903 -1.57836 -2.52610
H -1.05223 -2.42067 -2.94007
H -0.93442 -2.15802 -1.34043
C 1.08047 0.60055 2.12033
C 0.11546 -0.41671 1.52474
C 0.94428 1.92314 1.32650
H 0.70410 0.87228 3.07811
H 2.15319 0.18055 2.00312
H 0.58621 -1.23293 0.97847
H 0.39142 1.74845 0.38796
H 0.52694 2.59843 2.04996
H 2.00253 2.23343 1.21651
H -0.43900 -0.84952 2.46851
H -0.76437 -0.00776 0.90891
```

The net charge is 0. The calculation puts the energy above the lowest of the compared OMol25 structures with the same formula, charge and spin at 1.562 eV. The orbital gap comes out at 11.9 eV. As for the multiplicity: 1. The strongest force on any atom is 3.6 eV Å⁻¹. The SMILES is CCC.CC.

***

Record 4
2 unconnected molecules or ions with the total composition C5H14 at a distorted geometry, computed with ωB97M-V/def2-TZVPD.

```
19
C5H14 | the Open Molecules 2025 dataset | ωB97M-V/def2-TZVPD
C 2.07382 0.36542 -1.62695
C 2.00445 1.87837 -1.56175
H 1.34413 0.11137 -0.81746
H 1.77351 -0.04858 -2.59091
H 3.02806 0.01599 -1.28190
H 1.44472 2.19888 -0.72463
H 1.63387 2.31745 -2.50710
H 2.92442 2.41708 -1.58360
C -1.47476 -0.26362 1.34943
C -2.63234 -1.05722 0.79377
C -0.10124 -0.97311 1.20285
H -1.51674 0.78482 0.81286
H -1.57672 0.13021 2.31173
H -3.54063 -0.42009 0.27906
H -2.96546 -1.86806 1.45149
H 0.65485 -0.24724 1.40300
H -0.03770 -1.78905 2.01456
H -2.24719 -1.69019 -0.09467
H -0.13867 -1.61157 0.38351
```

The net charge is 0. The calculation puts the energy above the lowest of the compared OMol25 structures with the same formula, charge and spin at 1.511 eV. The orbital gap comes out at 11.9 eV. As for the multiplicity: 1. The strongest force on any atom is 4.2 eV Å⁻¹. The SMILES is CCC.CC.